{
  "formula": "C53H52BCoN5O2S2",
  "method": "ωB97M-V/def2-TZVPD",
  "symbols": ["Co", "C", "C", "C", "C", "C", "C", "C", "C", "N", "C", "C", "C", "C", "N", "C", "C", "C", "C", "C", "C", "C", "C", "H", "H", "H", "H", "H", "H", "H", "H", "H", "H", "H", "H", "H", "H", "H", "H", "H", "H", "H", "H", "H", "H", "H", "H", "S", "C", "N", "C", "C", "C", "C", "C", "C", "S", "H", "H", "H", "H", "C", "C", "C", "C", "C", "C", "C", "C", "C", "C", "H", "H", "H", "H", "H", "H", "H", "C", "C", "C", "C", "C", "C", "N", "C", "C", "C", "C", "C", "C", "C", "O", "O", "C", "C", "H", "H", "H", "H", "H", "H", "H", "H", "H", "H", "H", "H", "H", "H", "B", "C", "N", "H", "H", "H"],
  "coordinates": [[1.1967, 0.2935, -0.7618], [2.1819, -2.2940, 1.9022], [2.2049, -1.1054, 2.8051], [1.9484, -1.2231, 4.1807], [1.9498, -0.1506, 5.0025], [2.2131, 1.0685, 4.4740], [2.4753, 1.2626, 3.1441], [2.7723, 2.6396, 2.5918], [2.3953, 0.1796, 2.2372], [2.5792, 0.2782, 0.8210], [3.7978, 0.5201, 0.3341], [5.0758, 0.3411, 1.1882], [3.9119, 0.9004, -1.0107], [5.1862, 1.5778, -1.5798], [2.8176, 0.8924, -1.7783], [2.9087, 1.0133, -3.1464], [2.4099, 2.2185, -3.7524], [1.7733, 3.2722, -2.9295], [2.4421, 2.2696, -5.1739], [3.1310, 1.2559, -5.8754], [3.6528, 0.1709, -5.1805], [3.5986, 0.0474, -3.8469], [4.3013, -1.1588, -3.2413], [1.1784, -2.3439, 1.4357], [2.3248, -3.1913, 2.4728], [2.8998, -2.3051, 1.1038], [1.9827, -2.2151, 4.6284], [1.7416, -0.3134, 6.0611], [2.2238, 1.8992, 5.1764], [2.1869, 2.8885, 1.6445], [3.8814, 2.6724, 2.3003], [2.5245, 3.4003, 3.3399], [5.4785, -0.6297, 0.8949], [4.8887, 0.3052, 2.2638], [5.8176, 1.1860, 1.0898], [5.7754, 0.8064, -2.1541], [5.7937, 1.8149, -0.6763], [4.9937, 2.4080, -2.2947], [0.6642, 3.1791, -2.8799], [1.8736, 4.2883, -3.3354], [2.1448, 3.4597, -1.9353], [2.0750, 3.2183, -5.5694], [3.3257, 1.3875, -6.9638], [4.3871, -0.4740, -5.6466], [5.2479, -1.2628, -3.7293], [3.6584, -2.0519, -3.4569], [4.4167, -1.1833, -2.1883], [-0.2778, 0.5313, -3.5611], [0.2224, -1.0448, -3.1827], [1.0004, -1.3813, -2.1696], [1.2220, -2.7267, -2.0477], [2.1022, -3.2754, -1.1586], [2.1564, -4.6925, -1.0855], [1.4133, -5.4115, -2.0554], [0.5556, -4.7945, -2.9974], [0.5369, -3.4445, -3.0298], [-0.3008, -2.4512, -4.1332], [2.6283, -2.6328, -0.4507], [2.8782, -5.1211, -0.4302], [1.4183, -6.5317, -2.0349], [-0.0466, -5.4175, -3.6754], [-4.4486, 3.3079, -2.9970], [-3.2693, 4.1298, -3.0399], [-3.1472, 5.1929, -3.9112], [-4.2815, 5.7091, -4.6134], [-4.0038, 6.9296, -5.4391], [-5.2871, 7.2988, -6.0464], [-6.5097, 6.5631, -5.8627], [-6.6408, 5.4816, -5.0336], [-5.4488, 4.9220, -4.4129], [-5.5907, 3.6837, -3.6702], [-4.4995, 2.3816, -2.4700], [-2.4181, 3.8181, -2.4125], [-2.2789, 5.8265, -4.0154], [-5.3507, 8.0359, -6.8595], [-7.3607, 6.8354, -6.4979], [-7.6001, 4.9585, -4.9554], [-6.4955, 3.0363, -3.6745], [-1.3209, -3.8124, 7.3653], [-1.7040, -4.3750, 6.0179], [-1.9631, -5.7207, 5.9727], [-2.2397, -6.3518, 4.7851], [-2.5171, -5.5396, 3.6451], [-2.1875, -4.1781, 3.6897], [-2.3747, -3.5125, 2.4600], [-2.8117, -2.2020, 2.3559], [-3.8375, -1.7713, 3.1528], [-4.2984, -0.4646, 3.0495], [-3.7613, 0.3816, 2.0809], [-2.8090, -0.1047, 1.2217], [-2.2786, -1.3804, 1.3166], [-1.0275, -1.7609, 0.5672], [-0.6880, -2.9574, 0.5247], [-0.2434, -0.8028, 0.2029], [-1.7450, -3.6279, 4.8812], [-1.1317, -2.2390, 4.8914], [-1.5580, -4.6497, 8.1040], [-1.9505, -2.9216, 7.6235], [-0.2435, -3.4904, 7.4408], [-1.8247, -6.2924, 6.8995], [-2.4956, -7.4021, 4.7654], [-2.8505, -5.9919, 2.6851], [-1.6577, -3.7261, 1.7730], [-4.2317, -2.3698, 3.9311], [-5.0111, -0.0492, 3.7277], [-4.1831, 1.3811, 1.9716], [-2.4570, 0.5308, 0.4523], [-1.7833, -1.5183, 5.5800], [-1.0331, -1.8430, 3.9142], [-0.1645, -2.1955, 5.3634], [-1.8621, 3.6220, 0.7781], [-0.7952, 2.6436, 0.2209], [0.0289, 1.9469, -0.2113], [-2.0964, 4.4080, -0.1436], [-1.3457, 4.3163, 1.6848], [-2.8326, 3.0911, 1.1973]],
  "forces_ev_per_a": [[-2.4707, -0.4151, -0.5520], [-1.0390, 0.0775, 0.4048], [-0.1978, 0.7027, -0.5902], [1.1767, -1.6161, -1.2422], [-0.4244, -0.5553, 1.1552], [0.0858, 1.5476, 0.9103], [-0.3107, 0.6070, -2.3789], [0.5722, 0.1905, -1.1874], [0.1588, -1.4339, 1.7094], [2.8866, 1.1219, -0.4902], [-1.7779, -1.0662, 4.9952], [-0.2427, 1.1525, -0.0642], [-1.4840, 2.3540, -5.8371], [0.5292, -1.8145, 0.6580], [2.5362, -0.6133, 3.4327], [0.0439, 2.5465, -0.9368], [0.1580, -2.0947, -0.9011], [-1.2471, 1.6441, -0.2637], [1.0730, -0.0516, 1.5914], [-0.5823, 1.0900, -0.4139], [1.0679, 0.7425, -2.4768], [-0.0270, -0.6746, 1.9455], [-1.9253, -0.5695, -1.0206], [0.4956, -0.1767, -0.0099], [0.0115, -0.6080, 0.3324], [0.4782, 0.4058, 0.1351], [-0.5081, -0.0026, -0.3003], [0.1427, 0.3166, -0.1999], [0.0601, 0.2232, -0.4016], [0.5921, -0.4969, 1.2299], [-1.3761, 0.3181, 0.5024], [0.3376, -0.0592, -0.2285], [0.4302, 0.1572, -0.0901], [-0.4658, -0.1786, -0.2449], [-0.6900, -1.1462, -0.2810], [-0.4451, 0.7255, 0.5177], [-0.2381, 0.4509, -1.1728], [-0.1643, -0.5041, 0.8502], [0.7002, -0.4466, 0.1951], [0.2407, -0.2901, -0.6386], [0.1857, -0.7761, 0.5763], [0.0603, -0.5432, -0.5290], [-0.3082, -0.2980, 0.9426], [-0.3999, -0.2863, -0.6059], [0.6647, -0.2680, -0.2042], [0.6797, 0.5385, 0.0328], [0.1828, 0.2696, 0.9916], [0.1033, -0.7931, 0.3995], [-0.3002, 0.8692, -0.2639], [0.2803, 1.1028, 0.1545], [-0.0652, 1.3717, -0.8484], [-0.0239, -1.7524, 0.8179], [-0.5441, 1.5419, -2.1608], [-0.2269, -1.1519, 0.7413], [0.8849, -2.1231, 0.5389], [-0.1224, -0.4993, 0.1958], [-0.2001, 0.7774, 0.0901], [-0.2415, -0.3622, -0.7245], [0.1171, -0.6727, 0.4436], [0.1193, 1.1132, 0.0351], [0.4106, 0.3576, 0.2837], [-0.4302, 0.8362, -0.5375], [0.5909, -0.8479, -0.1473], [-0.9808, 0.0193, 0.8147], [1.7552, -0.3892, 0.3063], [-3.7372, -0.5922, -0.3915], [1.4663, -1.3576, 0.3695], [0.3519, 0.4509, -0.2866], [0.8099, -0.6780, -0.1447], [-3.2700, 0.9893, -1.0139], [1.8126, 0.9020, -0.2368], [0.4671, -0.4356, 0.6155], [-0.4254, 0.1649, -0.4094], [0.4355, -0.2683, 0.2108], [0.2380, 0.1596, 0.4469], [0.0020, 0.1628, 0.3405], [0.2691, 0.0939, 0.0094], [0.6157, 0.8745, -0.0932], [-0.2103, -0.0549, 0.8701], [0.3424, -0.1172, 1.3987], [0.4731, -1.2039, 0.5930], [-1.6312, 0.8195, -1.4553], [1.0067, -1.2725, 0.6762], [-1.2754, -1.2450, -1.0292], [0.5997, -0.1405, 0.7787], [0.7102, -0.5238, -1.6900], [-0.5032, 1.6780, 0.4220], [0.9292, 0.1888, -0.6197], [-1.2831, -0.0356, 0.4547], [0.2614, -0.1128, -0.2648], [-0.4392, 0.0998, 1.0301], [1.5760, 0.8935, 0.2619], [-0.2085, -0.3637, -0.3316], [-1.3669, -0.6352, 0.5921], [1.0491, 2.0173, -0.7613], [-2.1443, 0.9082, 2.3750], [0.6056, 1.3838, -0.5976], [0.5422, -0.6764, -0.1468], [-0.9948, -0.4228, -0.0503], [-0.2138, 0.0579, -0.4194], [0.2318, -0.1375, -0.0643], [0.2205, 0.4829, 0.8679], [0.0804, 0.0074, -0.4408], [-0.2529, -0.8458, 0.5501], [-0.5507, -0.0939, 0.3895], [0.4181, -0.1927, -0.0593], [0.5130, 0.5611, -0.6194], [1.1150, -1.2002, -1.6765], [-0.0535, 0.5850, -0.7889], [0.3810, -0.4165, 0.2006], [0.3244, 1.7346, 0.0854], [0.9262, -0.7293, -0.2572], [-0.0894, 0.2512, 0.3351], [-0.0644, -0.3682, 0.2950], [-0.0244, -0.5138, -0.3330], [-0.3877, -0.4270, 0.0270]],
  "mulliken_charge": [0.940, -0.812, 1.014, -0.967, -0.639, -0.958, 1.052, -1.114, -0.863, 0.870, 0.884, -1.809, 0.227, -1.415, 1.723, -0.546, 0.773, -1.328, -0.854, -0.956, -0.540, 1.800, -2.064, -0.192, 0.609, 0.113, 0.512, 0.401, 0.382, 0.080, 0.158, 0.489, 0.324, 0.354, 0.517, 0.193, 0.465, 0.287, 0.113, 0.572, 0.191, 0.505, 0.345, 0.379, 0.586, 0.326, 0.093, -0.312, -0.223, 0.926, -1.507, 1.096, -0.986, -0.639, -0.406, 0.710, -0.377, -0.193, 0.474, 0.242, 0.369, -0.413, -0.330, -0.921, 0.614, -1.010, -0.332, -0.256, -0.916, 1.075, -0.987, 0.500, 0.421, 0.438, 0.277, 0.288, 0.270, 0.245, -1.202, 1.024, -0.657, -0.968, -0.869, -0.130, -0.106, 0.238, -0.460, -0.804, -0.904, -0.590, -0.340, -0.081, -0.936, -0.242, 1.252, -0.902, 0.382, 0.259, 0.208, 0.251, 0.344, 0.403, 0.591, 0.495, 0.395, 0.359, 0.934, 0.144, 0.052, 0.149, 0.732, 0.171, -0.859, -0.181, -0.201, -0.307],
  "relative_energy_kj_mol": 301.1,
  "max_force_ev_per_a": 6.5,
  "e_tot_ha": -4679.04330,
  "s2": 3.76,
  "homo_lumo_gap_ha": [0.1055, 0.0995],
  "lumo_ev": [1.57, 1.41],
  "charge": -2,
  "spin_multiplicity": 4
}